No. 1
{"formula": "C14H19ClN2O3Tc", "method": "ωB97M-V/def2-TZVPD", "symbols": ["Cl", "C", "C", "C", "H", "C", "C", "H", "H", "H", "C", "Tc", "C", "O", "C", "O", "H", "H", "H", "C", "N", "C", "C", "C", "N", "C", "C", "O", "H", "H", "H", "H", "H", "H", "H", "H", "H", "H", "H", "H"], "xyz": [[0.970, 1.959, -3.771], [2.057, 2.178, 0.574], [0.837, 2.441, 1.291], [0.029, 3.302, 0.476], [0.595, 2.109, 2.299], [0.733, 3.588, -0.746], [1.987, 2.872, -0.686], [2.764, 2.915, -1.443], [2.889, 1.579, 0.937], [-0.941, 3.721, 0.734], [0.292, 4.572, -1.775], [0.385, 1.473, -0.633], [-1.509, 1.490, -0.971], [-2.658, 1.475, -1.184], [0.856, 0.631, -2.525], [1.001, -0.509, -2.869], [-0.800, 4.649, -1.771], [0.626, 4.268, -2.770], [0.716, 5.564, -1.570], [1.779, -2.707, -0.477], [0.485, -2.698, 0.176], [-0.183, -3.976, 0.376], [-1.317, -3.845, 1.363], [-2.106, -2.587, 1.117], [-1.191, -1.447, 1.186], [-1.618, -0.277, 1.937], [-0.054, -1.505, 0.462], [0.565, -0.479, -0.015], [1.744, -2.221, -1.458], [2.080, -3.749, -0.612], [2.531, -2.207, 0.150], [-0.563, -4.329, -0.599], [0.571, -4.692, 0.723], [-0.918, -3.844, 2.383], [-1.967, -4.717, 1.266], [-2.889, -2.436, 1.862], [-2.566, -2.628, 0.114], [-2.602, 0.060, 1.592], [-1.708, -0.538, 3.003], [-0.901, 0.546, 1.852]], "atomic_forces_ev_per_a": [[-0.19, -0.57, 0.54], [0.17, 1.18, 0.20], [0.48, 0.87, -0.03], [0.53, 0.64, 0.41], [0.02, -0.10, -0.38], [0.41, 1.01, 0.60], [0.57, 0.58, 0.67], [-0.16, -0.11, 0.14], [-0.26, -0.01, -0.20], [0.19, -0.19, -0.01], [-0.17, -0.02, -0.34], [0.27, -4.70, -0.03], [-6.97, -0.01, -1.29], [4.82, 0.14, 0.95], [1.20, -2.64, -2.75], [-0.60, 3.18, 1.34], [0.20, 0.12, -0.07], [-0.11, 0.24, 0.24], [-0.08, -0.24, 0.11], [0.69, -0.15, -0.49], [-0.20, 1.09, -0.08], [-0.13, -0.38, -0.13], [-0.07, -0.65, 0.58], [-0.04, -0.18, -0.22], [0.33, 0.76, -0.64], [-0.22, 0.15, 0.13], [-0.46, -1.50, 0.18], [-0.11, 1.44, 0.40], [0.05, -0.21, 0.26], [-0.03, 0.24, 0.00], [-0.21, -0.16, -0.20], [0.23, 0.14, 0.25], [-0.26, 0.12, -0.05], [-0.12, 0.05, -0.09], [0.05, 0.04, 0.07], [0.11, -0.07, -0.11], [0.00, 0.15, 0.36], [0.16, 0.03, 0.03], [0.06, 0.06, -0.31], [-0.16, -0.34, -0.03]], "charge": 2, "spin_multiplicity": 4, "e_lumo_ha": [-0.259, -0.405], "orbital_gap_ev": [8.5, 4.4], "total_energy_ev": -38652.449, "e_homo_ev": [-15.5, -15.4]}

=====

No. 2
{"formula": "C18H38F4N4O10RbS4", "method": "ωB97M-V/def2-TZVPD", "symbols": ["Rb", "N", "S", "O", "O", "F", "S", "O", "O", "F", "N", "S", "O", "O", "F", "S", "O", "O", "F", "C", "C", "C", "C", "C", "C", "N", "O", "C", "C", "C", "H", "H", "H", "H", "H", "H", "H", "H", "H", "H", "H", "H", "H", "H", "H", "H", "H", "H", "H", "C", "C", "C", "C", "C", "C", "N", "O", "C", "C", "C", "H", "H", "H", "H", "H", "H", "H", "H", "H", "H", "H", "H", "H", "H", "H", "H", "H", "H", "H"], "xyz": [[10.228, -16.572, -15.634], [10.012, -15.825, -11.172], [8.681, -15.618, -12.061], [8.755, -15.997, -13.404], [7.830, -14.515, -11.613], [7.908, -16.916, -11.515], [10.655, -14.254, -11.511], [10.702, -13.344, -10.409], [10.568, -13.701, -12.868], [12.113, -14.949, -11.605], [10.915, -11.072, -16.276], [10.149, -12.321, -16.551], [10.668, -13.663, -16.133], [9.154, -12.326, -17.653], [9.115, -12.050, -15.349], [12.232, -11.521, -17.327], [11.949, -11.828, -18.691], [13.286, -12.222, -16.629], [12.719, -10.067, -17.571], [8.970, -15.306, -19.044], [9.031, -16.570, -19.928], [9.276, -15.976, -21.423], [10.711, -15.901, -21.911], [11.536, -17.105, -21.492], [11.461, -17.428, -19.957], [10.066, -17.606, -19.640], [9.890, -18.154, -18.367], [12.215, -18.769, -19.834], [12.205, -16.390, -19.017], [7.700, -17.360, -19.832], [9.846, -14.660, -19.102], [8.756, -15.476, -17.988], [8.245, -14.529, -19.285], [8.795, -16.664, -22.119], [8.911, -14.953, -21.516], [11.262, -15.024, -21.570], [10.721, -15.887, -23.001], [12.528, -16.964, -21.922], [11.196, -17.957, -22.080], [11.689, -19.590, -20.319], [13.271, -18.650, -20.075], [12.212, -19.151, -18.813], [11.976, -16.478, -17.955], [13.282, -16.558, -18.980], [12.021, -15.361, -19.324], [7.545, -17.993, -18.958], [7.610, -17.918, -20.764], [6.870, -16.688, -20.052], [9.217, -18.829, -18.487], [15.606, -16.019, -13.666], [14.611, -15.947, -14.914], [15.427, -15.862, -16.261], [16.073, -17.206, -16.710], [14.991, -18.343, -16.745], [14.010, -18.423, -15.439], [13.654, -17.053, -14.919], [12.824, -17.031, -13.771], [12.660, -19.130, -15.895], [14.607, -19.301, -14.266], [13.835, -14.628, -14.785], [16.275, -15.158, -13.633], [16.327, -16.832, -13.583], [15.061, -16.038, -12.722], [14.729, -15.576, -17.047], [16.155, -15.057, -16.165], [16.871, -17.570, -16.064], [16.424, -17.115, -17.738], [15.546, -19.279, -16.683], [14.402, -18.345, -17.662], [11.977, -19.309, -15.065], [12.105, -18.618, -16.682], [12.809, -20.160, -16.219], [15.305, -18.790, -13.603], [13.781, -19.588, -13.614], [15.119, -20.234, -14.503], [14.401, -13.697, -14.825], [13.468, -14.615, -13.759], [12.904, -14.572, -15.348], [13.459, -17.216, -13.076]], "atomic_forces_ev_per_a": [[0.29, 0.54, 0.17], [-0.98, 3.64, -1.96], [-2.76, -0.57, 4.70], [0.36, 0.05, -3.16], [1.36, -1.31, -1.30], [-0.03, 0.01, 0.45], [2.75, -1.04, -1.09], [-0.30, -0.70, -0.28], [-0.81, -1.09, 2.17], [0.41, 0.76, 0.53], [5.23, 0.81, -2.60], [-8.57, -5.68, 1.66], [-0.06, 2.42, -1.62], [2.69, -0.24, 1.02], [0.10, -0.15, 0.18], [1.91, 1.73, 0.83], [-0.80, -1.39, 0.10], [-1.27, 0.86, -0.74], [0.74, 1.23, 0.90], [0.56, 0.43, 0.79], [0.09, 1.09, -0.62], [0.08, -1.08, 0.81], [0.84, -0.38, 0.57], [-0.42, 0.26, 0.00], [1.80, 0.10, -0.12], [-0.81, 0.35, -1.56], [0.26, 0.26, 1.19], [-0.60, -0.35, 1.28], [-0.09, -0.18, -0.66], [-0.06, 0.94, -2.06], [0.55, -0.46, 0.15], [0.21, -0.32, 0.11], [-0.66, -0.60, -0.61], [-0.47, 0.17, -0.04], [-0.72, -0.32, 0.21], [-0.34, 0.33, 0.08], [-0.11, 0.30, -0.08], [0.50, 0.08, 0.81], [-0.40, -0.44, 0.44], [0.26, 0.20, -0.82], [-0.18, -0.12, -0.53], [0.06, 0.42, 0.37], [-0.63, -0.16, -0.08], [0.15, 0.00, -0.59], [0.02, 0.01, 0.11], [-0.09, 0.42, -0.07], [0.41, -0.92, 0.20], [-0.20, 0.34, 0.99], [0.13, -0.22, -0.09], [0.01, 0.07, -0.43], [1.71, 0.55, 0.08], [-0.34, -1.43, 0.49], [-1.71, -0.18, 0.28], [-0.13, 0.38, 2.10], [-0.19, -0.24, -0.03], [-0.32, -0.17, -2.29], [0.67, -0.66, -0.80], [0.63, -0.05, 0.59], [-0.30, 0.28, 0.06], [-0.67, -0.30, 1.70], [-0.38, 0.42, -0.10], [-0.25, -0.52, -0.61], [-0.19, 0.24, 0.03], [-0.14, 0.15, 0.00], [0.01, -0.05, 0.07], [0.18, 0.38, 0.04], [0.38, 0.09, 0.09], [-0.19, -0.21, -0.33], [-0.10, 0.22, 0.13], [0.03, 0.55, 0.38], [0.32, 0.23, -0.06], [0.56, 0.00, -0.39], [0.06, 0.44, -0.28], [-0.14, -0.02, 0.02], [-0.15, 0.00, -0.69], [0.28, -0.32, -0.67], [-0.18, 0.06, 0.19], [0.41, 0.03, -0.58], [-0.24, -0.02, 0.88]], "charge": -1, "spin_multiplicity": 1, "e_lumo_ha": 0.054, "orbital_gap_ev": 8.2, "total_energy_ev": -100581.285, "e_homo_ev": -6.7}

=====

No. 3
{"formula": "C6H9N", "method": "ωB97M-V/def2-TZVPD", "symbols": ["C", "C", "N", "C", "C", "C", "C", "H", "H", "H", "H", "H", "H", "H", "H", "H"], "xyz": [[0.688, -1.921, 0.681], [0.569, -0.918, -0.399], [-0.651, -1.569, 0.233], [-0.942, -0.257, 0.906], [0.035, 0.435, -0.028], [0.576, 1.822, -0.134], [-0.479, 1.343, -1.102], [0.992, -1.683, 1.699], [0.963, -2.920, 0.346], [0.936, -1.139, -1.401], [-0.654, -0.263, 1.965], [-1.985, 0.051, 0.812], [1.583, 1.949, -0.522], [0.290, 2.551, 0.619], [-1.498, 1.709, -0.992], [-0.189, 1.140, -2.131]], "atomic_forces_ev_per_a": [[0.24, -0.04, 0.12], [0.13, -0.01, -0.34], [-0.18, -0.16, 0.02], [-0.18, 0.18, 0.16], [-0.03, 0.00, -0.01], [0.17, 0.08, 0.14], [-0.13, 0.00, -0.16], [-0.02, 0.10, -0.16], [0.11, 0.20, 0.10], [-0.28, -0.11, 0.08], [-0.09, -0.03, -0.13], [0.12, -0.08, -0.04], [-0.13, -0.04, 0.10], [0.03, -0.14, -0.09], [0.21, 0.01, 0.01], [0.03, 0.06, 0.20]], "spin_multiplicity": 1, "e_lumo_ha": 0.040, "orbital_gap_ev": 10.0, "total_energy_ev": -7854.882, "smiles": "C1[C@H]2N1CC21CC1", "e_homo_ev": -8.9}